1.
13
Properties=species:S:1:pos:R:3:nbo_charge:R:1 method="wB97M-V/def2-TZVPD" orbital_gap_ev=9.872 energy_ha=-303.462582 e_above_lowest_ev=4.721 total_charge=0 smiles="C[C@]1([C@@H]2C=N2)C=N1"
C -0.830 -0.875 -1.193 -0.647
C 0.129 -0.171 -0.291 0.032
C -0.391 0.918 0.574 -0.193
C 0.164 1.152 1.881 0.077
N -0.943 0.589 1.972 -0.281
C 1.539 -0.363 -0.443 0.035
N 1.413 -0.938 0.659 -0.300
H -1.195 -1.798 -0.728 0.239
H -0.360 -1.134 -2.148 0.211
H -1.695 -0.245 -1.416 0.231
H -1.018 1.654 0.084 0.191
H 1.021 1.583 2.390 0.215
H 2.166 -0.373 -1.341 0.187

---

2.
70
Properties=species:S:1:pos:R:3:lowdin_charge:R:1 method="wB97M-V/def2-TZVPD" orbital_gap_ev=7.433 energy_ha=-3923.001401 total_charge=+1
Ba -0.682 -0.239 0.099 1.832
C -2.771 1.648 -3.790 -0.059
C -1.994 1.420 -4.929 -0.046
C -0.759 0.833 -4.797 0.005
C -0.289 0.459 -3.523 -0.333
N -1.055 0.672 -2.439 -0.063
C -2.257 1.259 -2.581 -0.182
N 0.962 -0.106 -3.495 0.154
C 1.692 -0.523 -2.515 -0.303
N 1.496 -0.609 -1.141 -0.125
C 2.661 -1.134 -0.591 -0.303
N 3.031 -1.412 0.615 0.154
C 2.404 -1.246 1.825 -0.334
C 3.145 -1.638 2.957 0.006
C 2.606 -1.497 4.213 -0.045
C 1.324 -0.961 4.358 -0.062
C 0.654 -0.604 3.217 -0.190
N 1.168 -0.742 1.981 -0.094
C 3.641 -1.405 -1.674 -0.118
C 4.923 -1.916 -1.635 -0.002
C 5.591 -2.042 -2.848 -0.062
C 4.987 -1.663 -4.046 -0.062
C 3.696 -1.147 -4.067 -0.002
C 3.045 -1.032 -2.855 -0.118
H -3.742 2.119 -3.850 0.107
H -2.359 1.709 -5.906 0.115
H -0.120 0.645 -5.647 0.117
H -2.816 1.435 -1.666 0.066
H 4.134 -2.043 2.801 0.117
H 3.173 -1.795 5.085 0.116
H 0.872 -0.826 5.330 0.109
H -0.341 -0.166 3.271 0.057
H 5.378 -2.202 -0.697 0.114
H 6.598 -2.438 -2.867 0.107
H 5.537 -1.774 -4.972 0.107
H 3.213 -0.845 -4.987 0.114
C -6.844 1.853 4.933 -0.072
C -6.243 2.919 4.280 -0.070
C -5.152 2.702 3.447 -0.114
C -4.666 1.413 3.264 -0.398
C -5.262 0.346 3.929 -0.110
C -6.352 0.566 4.757 -0.072
As -3.076 1.100 2.190 1.292
C -3.226 2.494 0.846 -0.450
C -4.414 2.849 0.206 -0.126
C -4.411 3.832 -0.771 -0.060
C -3.226 4.477 -1.115 -0.063
C -2.045 4.152 -0.466 -0.069
C -2.050 3.167 0.515 -0.165
C -3.640 -0.499 1.176 -0.504
C -4.288 -0.510 -0.058 -0.119
C -4.524 -1.708 -0.723 -0.056
C -4.122 -2.914 -0.164 -0.061
C -3.479 -2.922 1.067 -0.071
C -3.233 -1.721 1.724 -0.206
H -7.694 2.024 5.580 0.110
H -6.620 3.924 4.418 0.110
H -4.687 3.541 2.945 0.101
H -4.890 -0.663 3.795 0.093
H -6.819 -0.268 5.265 0.110
H -5.347 2.379 0.493 0.115
H -5.338 4.107 -1.260 0.114
H -3.231 5.246 -1.877 0.115
H -1.126 4.668 -0.711 0.116
H -1.132 2.952 1.055 0.086
H -4.606 0.414 -0.520 0.085
H -5.026 -1.697 -1.682 0.117
H -4.312 -3.843 -0.684 0.116
H -3.168 -3.856 1.516 0.116
H -2.712 -1.738 2.677 0.098

---

3.
20
Properties=species:S:1:pos:R:3:nbo_charge:R:1 method="wB97M-V/def2-TZVPD" orbital_gap_ev="7.009 / 5.217" multiplicity=3 energy_ha=-1048.415536 e_above_lowest_ev=0.165 total_charge=+1
C 0.353 0.991 -0.928 -0.246
C -0.702 1.628 0.010 -0.525
C 0.681 -0.420 0.896 -0.198
C 1.156 -1.431 1.833 -0.636
C 2.247 -0.504 -1.020 -0.429
N 1.085 -0.046 -0.251 -0.197
S -0.838 0.209 1.304 0.780
S -4.199 0.050 -0.632 -0.313
H -0.061 0.532 -1.808 0.238
H 1.046 1.706 -1.275 0.238
H -0.306 2.404 0.646 0.267
H -1.707 1.733 -0.543 0.291
H 0.359 -1.685 2.583 0.242
H 1.966 -1.108 2.377 0.232
H 1.325 -2.318 1.427 0.226
H 1.916 -0.555 -1.987 0.219
H 3.100 0.121 -1.044 0.239
H 2.611 -1.545 -0.766 0.246
H -5.165 -0.769 -0.838 0.164
H -4.868 1.007 0.014 0.162

---

4.
22
Properties=species:S:1:pos:R:3:nbo_charge:R:1 method="wB97M-V/def2-TZVPD" orbital_gap_ev=7.961 energy_ha=-1341.111776 total_charge=-1
N -0.919 -0.998 0.551 -0.863
C -0.594 -0.935 -0.842 0.865
O -1.308 -0.442 -1.593 -0.464
O 0.613 -1.427 -1.347 -0.532
C 1.741 -1.087 -0.553 -0.077
C 1.979 0.443 -0.402 -0.531
C 2.400 0.792 1.011 0.217
F 1.681 1.718 1.689 -0.306
C 3.474 0.239 1.643 0.658
F 3.336 -0.598 2.657 -0.296
F 4.718 0.509 1.332 -0.288
H -0.202 -0.502 1.078 0.365
H -0.983 -1.960 0.874 0.377
H 2.621 -1.500 -1.069 0.193
H 1.699 -1.599 0.422 0.174
H 2.810 0.731 -1.068 0.243
H 1.117 1.073 -0.668 0.266
F -5.152 -0.455 -1.405 -0.792
Al -4.834 1.107 -0.745 2.170
F -6.276 1.726 -0.025 -0.794
F -4.319 2.173 -2.000 -0.792
F -3.604 0.991 0.458 -0.791

---

5.
119
Properties=species:S:1:pos:R:3:lowdin_charge:R:1 method="wB97M-V/def2-TZVPD" orbital_gap_ev=6.083 energy_ha=-3431.152091 e_above_lowest_ev=16.788 total_charge=0 smiles="O=C1NC(=O)c2c1ccc(O)c2COCOCCO.CN(C)P(=O)(N(C)C)N(C)C.CN(C)P(=O)(N(C)C)N(C)C.CN(C)P(=O)(N(C)C)N(C)C"
O 3.591 -0.039 2.208 -0.019
C 3.310 1.138 1.593 -0.208
N 2.804 1.353 0.151 0.056
C 1.935 2.603 -0.012 -0.213
O 0.992 2.887 -0.923 0.004
C 2.487 3.534 1.221 0.026
C 3.385 2.636 2.259 -0.021
C 4.109 3.212 3.613 0.028
C 3.940 4.847 3.926 0.036
C 3.038 5.781 2.882 -0.107
O 2.863 7.253 3.109 -0.087
C 2.291 5.146 1.546 0.001
C 1.372 6.081 0.560 -0.157
O -0.034 6.226 0.968 -0.131
C -0.498 5.105 1.799 -0.194
O -1.996 5.142 1.893 -0.167
C -2.421 3.985 2.746 -0.168
C -3.920 3.432 2.255 -0.202
O -4.111 3.628 0.807 -0.128
H 3.676 1.603 -0.376 0.135
H 4.743 2.484 4.284 0.106
H 4.438 5.361 4.860 0.101
H 3.592 7.726 2.591 0.127
H 1.490 5.762 -0.584 0.147
H 1.844 7.176 0.610 0.136
H -0.258 4.033 1.340 0.139
H -0.131 5.198 2.930 0.159
H -2.468 4.264 3.895 0.134
H -1.704 3.061 2.659 0.121
H -3.999 2.288 2.498 0.127
H -4.694 4.012 2.926 0.111
H -4.076 2.709 0.381 0.111
C 2.926 1.475 -6.458 -0.137
N 4.127 1.190 -5.689 -0.325
C 5.290 1.547 -6.508 -0.146
P 4.426 -0.141 -4.659 0.769
O 5.210 0.733 -3.649 -0.305
N 3.138 -0.354 -3.529 -0.341
C 2.181 0.720 -3.274 -0.135
C 3.594 -0.859 -2.223 -0.145
N 3.524 -1.145 -5.820 -0.298
C 2.169 -1.660 -5.636 -0.122
C 4.387 -2.258 -6.238 -0.145
H 2.834 0.841 -7.346 0.078
H 2.928 2.517 -6.802 0.086
H 2.013 1.377 -5.877 0.049
H 5.413 0.846 -7.341 0.072
H 6.210 1.527 -5.915 0.069
H 5.204 2.562 -6.911 0.079
H 2.674 1.691 -3.137 0.085
H 1.576 0.519 -2.378 0.075
H 1.449 0.795 -4.076 0.050
H 4.003 -0.064 -1.593 0.044
H 4.373 -1.619 -2.353 0.064
H 2.770 -1.337 -1.681 0.085
H 2.087 -2.333 -4.777 0.081
H 1.851 -2.221 -6.522 0.090
H 1.437 -0.856 -5.539 0.065
H 4.504 -2.990 -5.429 0.067
H 5.381 -1.887 -6.506 0.075
H 3.991 -2.767 -7.124 0.082
C 1.755 -7.978 -4.525 -0.136
N 3.014 -7.308 -4.812 -0.325
C 3.501 -7.785 -6.110 -0.144
P 4.280 -6.937 -3.725 0.769
O 4.569 -5.584 -4.420 -0.303
N 3.680 -6.128 -2.323 -0.349
C 2.354 -5.517 -2.322 -0.126
C 4.625 -5.138 -1.779 -0.143
N 3.948 -8.492 -2.926 -0.302
C 3.271 -8.670 -1.643 -0.126
C 5.191 -9.276 -2.902 -0.155
H 1.876 -9.057 -4.386 0.079
H 1.046 -7.832 -5.349 0.087
H 1.249 -7.579 -3.650 0.049
H 3.837 -8.825 -6.044 0.073
H 4.345 -7.183 -6.460 0.070
H 2.728 -7.713 -6.883 0.080
H 2.167 -4.929 -3.230 0.084
H 2.213 -4.854 -1.456 0.087
H 1.573 -6.267 -2.209 0.047
H 4.591 -4.192 -2.327 0.060
H 5.652 -5.517 -1.824 0.073
H 4.408 -4.932 -0.724 0.083
H 3.809 -8.200 -0.814 0.087
H 3.174 -9.736 -1.407 0.089
H 2.245 -8.297 -1.670 0.065
H 5.905 -8.859 -2.181 0.080
H 5.663 -9.268 -3.890 0.075
H 5.003 -10.326 -2.651 0.081
C -7.656 2.705 8.396 -0.136
N -6.731 2.979 7.308 -0.325
C -5.690 3.882 7.808 -0.142
P -7.095 3.238 5.658 0.768
O -5.830 2.477 5.191 -0.301
N -8.116 1.989 5.042 -0.352
C -8.263 0.724 5.756 -0.130
C -7.852 1.672 3.628 -0.147
N -8.550 4.113 6.194 -0.302
C -9.922 3.613 6.133 -0.126
C -8.525 5.459 5.607 -0.153
H -8.205 3.597 8.716 0.079
H -7.117 2.323 9.271 0.087
H -8.380 1.930 8.157 0.048
H -6.094 4.884 7.987 0.073
H -4.870 3.975 7.089 0.069
H -5.245 3.510 8.738 0.081
H -7.298 0.320 6.089 0.090
H -8.751 -0.039 5.132 0.085
H -8.927 0.828 6.612 0.047
H -6.988 1.012 3.508 0.075
H -7.659 2.587 3.056 0.072
H -8.722 1.187 3.170 0.079
H -10.252 3.410 5.110 0.087
H -10.615 4.348 6.559 0.089
H -10.056 2.718 6.743 0.065
H -8.731 5.422 4.529 0.081
H -7.539 5.915 5.747 0.076
H -9.251 6.124 6.086 0.081

---

6.
105
Properties=species:S:1:pos:R:3:mulliken_spin:R:1 method="wB97M-V/def2-TZVPD" orbital_gap_ev="4.030 / 4.226" multiplicity=3 energy_ha=-5894.319404 e_above_lowest_ev=0.000 total_charge=+3
Mo 0.426 -0.225 0.143 1.834
C -3.586 0.919 -2.308 0.003
C -3.004 0.686 -0.949 -0.029
C -2.263 -0.469 -0.678 -0.010
C -1.897 -0.802 0.636 0.107
C -2.110 0.123 1.669 0.038
C -2.781 1.309 1.387 -0.001
C -3.266 1.555 0.110 0.009
H -3.060 1.724 -2.821 0.000
H -4.631 1.218 -2.226 0.000
H -3.536 0.021 -2.923 0.000
H -2.150 -1.200 -1.465 -0.034
H -1.639 -1.827 0.867 -0.019
H -1.868 -0.130 2.693 0.005
H -2.991 2.008 2.187 0.000
H -3.878 2.429 -0.067 -0.001
C 2.048 6.140 -5.470 0.000
S 2.096 6.969 -3.870 0.000
C 2.825 5.659 -2.867 0.000
C 1.827 4.563 -2.507 0.002
C 2.476 3.504 -1.632 0.004
N 1.604 2.360 -1.249 0.020
P 0.234 2.373 -0.269 -0.067
C -1.012 3.397 -1.057 -0.007
C -1.780 4.276 -0.285 -0.015
C -2.651 5.159 -0.901 0.003
C -2.763 5.175 -2.285 -0.007
C -2.009 4.299 -3.057 0.003
C -1.141 3.409 -2.448 -0.007
C 0.607 3.200 1.283 -0.053
C 1.012 4.541 1.236 -0.007
C 1.329 5.206 2.407 -0.001
C 1.228 4.552 3.630 0.001
C 0.807 3.232 3.685 0.003
C 0.499 2.559 2.513 0.052
P 1.741 0.796 -1.842 -0.001
C 1.083 0.751 -3.511 -0.088
C -0.229 0.338 -3.737 0.064
C -0.774 0.405 -5.009 0.000
C -0.014 0.902 -6.060 0.000
C 1.282 1.348 -5.836 -0.001
C 1.834 1.276 -4.566 0.002
C 3.499 0.440 -1.923 0.020
C 4.353 0.982 -0.955 0.002
C 5.715 0.748 -1.016 0.004
C 6.243 -0.027 -2.042 -0.005
C 5.409 -0.548 -3.020 0.002
C 4.044 -0.313 -2.968 -0.009
H 1.657 6.863 -6.183 0.000
H 1.388 5.272 -5.468 0.000
H 3.050 5.854 -5.786 0.000
H 3.197 6.146 -1.962 0.000
H 3.694 5.247 -3.387 0.000
H 1.441 4.100 -3.420 0.000
H 0.974 5.025 -2.007 -0.001
H 2.867 3.944 -0.711 -0.002
H 3.332 3.076 -2.156 -0.001
H -1.684 4.289 0.793 0.000
H -3.230 5.849 -0.301 0.000
H -3.430 5.879 -2.764 0.000
H -2.086 4.323 -4.136 0.000
H -0.536 2.756 -3.062 0.003
H 1.054 5.074 0.294 0.000
H 1.643 6.241 2.369 -0.001
H 1.471 5.079 4.543 0.000
H 0.725 2.727 4.638 0.000
H 0.171 1.528 2.570 0.009
H -0.830 -0.034 -2.918 -0.031
H -1.787 0.067 -5.184 0.000
H -0.434 0.946 -7.056 0.000
H 1.868 1.747 -6.654 0.000
H 2.847 1.625 -4.407 0.000
H 3.955 1.619 -0.177 -0.001
H 6.370 1.184 -0.275 0.000
H 7.309 -0.206 -2.089 0.000
H 5.823 -1.125 -3.837 0.000
H 3.414 -0.691 -3.760 0.000
Br 0.196 -3.410 -6.835 0.000
C 0.285 -3.081 -4.991 -0.002
C 1.507 -2.790 -4.399 0.005
C 1.557 -2.499 -3.046 -0.025
C 0.391 -2.488 -2.301 0.032
C -0.817 -2.867 -2.867 -0.030
C -0.871 -3.154 -4.222 0.004
N 0.480 -2.177 -0.883 -0.032
C 0.736 -3.200 -0.147 0.042
C 0.818 -3.077 1.294 0.042
C 1.019 -4.161 2.120 0.012
C 0.985 -3.961 3.500 0.002
C 0.734 -2.691 3.976 0.005
C 0.553 -1.643 3.075 0.026
N 0.608 -1.823 1.757 -0.020
H 2.411 -2.804 -4.994 0.000
H 2.501 -2.300 -2.557 -0.002
H -1.709 -2.977 -2.264 -0.001
H -1.805 -3.453 -4.678 0.000
H 0.860 -4.177 -0.609 -0.008
H 1.188 -5.143 1.697 0.000
H 1.142 -4.788 4.179 0.000
H 0.683 -2.487 5.036 0.000
H 0.380 -0.640 3.432 -0.008
O 2.505 0.262 3.124 0.015
C 2.899 0.229 2.002 -0.012
O 2.092 0.324 0.914 0.162
H 3.952 0.148 1.708 0.002

---

7.
61
Properties=species:S:1:pos:R:3:nbo_charge:R:1 method="wB97M-V/def2-TZVPD" orbital_gap_ev="4.807 / 5.514" energy_ha=-2095.224776 e_above_lowest_ev=0.543 total_charge=+4
Sn -0.031 -0.071 0.651 0.873
P 1.654 1.674 1.397 0.884
P -0.525 -0.949 3.198 0.991
P 1.583 -1.360 -1.431 1.081
H -2.903 -2.245 0.698 0.188
C -2.470 -2.868 -0.103 -0.450
C -2.111 -4.131 0.063 -0.320
H -2.235 -4.644 1.019 0.224
C 0.663 3.160 1.032 -0.973
C 2.139 1.900 3.151 -0.947
C 3.144 1.966 0.402 -0.945
C -1.381 -2.544 3.404 -0.952
C 0.632 -1.066 4.607 -0.934
C -1.751 0.274 3.794 -0.949
C 0.951 -2.966 -2.024 -0.959
C 3.390 -1.506 -1.607 -0.946
C 1.230 -0.350 -2.896 -0.953
H -2.282 -2.295 -1.030 0.183
H -1.613 -4.706 -0.718 0.220
H 1.336 3.949 1.429 0.300
H -0.250 3.117 1.640 0.260
H 0.395 3.438 -0.004 0.269
H 2.673 2.859 3.265 0.310
H 2.819 1.111 3.500 0.285
H 1.271 1.928 3.827 0.270
H 3.523 2.971 0.665 0.305
H 2.875 1.961 -0.666 0.259
H 3.936 1.227 0.593 0.281
H -2.106 -2.478 4.230 0.306
H -0.624 -3.300 3.643 0.279
H -1.896 -2.848 2.487 0.271
H 0.051 -1.139 5.539 0.312
H 1.287 -0.193 4.675 0.256
H 1.249 -1.960 4.466 0.272
H -2.085 -0.028 4.795 0.304
H -2.614 0.306 3.116 0.268
H -1.315 1.282 3.831 0.252
H 1.010 -2.986 -3.121 0.297
H -0.096 -3.113 -1.725 0.273
H 1.565 -3.772 -1.602 0.285
H 3.641 -1.525 -2.679 0.309
H 3.734 -2.424 -1.116 0.283
H 3.884 -0.643 -1.142 0.262
H 1.658 -0.861 -3.777 0.292
H 1.670 0.651 -2.786 0.254
H 0.143 -0.241 -2.997 0.239
C -1.627 1.795 -2.843 0.461
C -1.987 3.155 -2.728 -0.225
C -2.820 3.699 -3.704 -0.146
C -3.214 2.936 -4.795 0.068
C -2.764 1.610 -4.945 -0.107
C -1.879 1.080 -4.000 -0.239
O -1.073 1.073 -1.800 -0.653
H -1.207 1.524 -0.923 0.497
H -1.647 3.735 -1.866 0.250
H -3.125 4.741 -3.586 0.289
H -3.922 3.363 -5.509 0.281
H -3.063 1.001 -5.794 0.287
H -1.445 0.109 -4.129 0.252
O 2.292 -2.617 1.689 -0.347
C 1.661 -1.761 1.240 0.465

---

8.
24
Properties=species:S:1:pos:R:3:nbo_charge:R:1 method="wB97M-V/def2-TZVPD" orbital_gap_ev=7.929 energy_ha=-384.894055 e_above_lowest_ev=2.795 total_charge=+1
C -0.471 -0.860 -1.090 -0.543
C 1.692 -1.743 0.230 -0.497
C -1.589 -0.934 -0.053 -0.191
C 2.612 -0.451 0.433 -0.197
C 0.850 -0.767 -0.466 0.512
C -2.575 1.316 0.954 -0.419
C 1.592 1.655 -0.560 -0.450
N -2.454 0.245 -0.090 -0.673
N 1.556 0.324 -0.211 -0.269
H -0.563 -1.639 -1.821 0.264
H -0.724 0.069 -1.671 0.266
H 2.167 -2.663 -0.185 0.288
H 1.243 -2.110 1.189 0.271
H -2.097 -1.936 -0.237 0.225
H -1.112 -0.861 1.008 0.190
H 2.689 -0.339 1.517 0.227
H 3.615 -0.379 -0.026 0.239
H -2.334 0.999 1.989 0.208
H -2.117 2.160 0.581 0.190
H -3.687 1.639 1.100 0.221
H 1.267 1.793 -1.584 0.247
H 1.013 2.352 0.159 0.254
H 2.673 2.036 -0.480 0.250
H -3.249 0.092 -0.687 0.387

---

9.
8
Properties=species:S:1:pos:R:3:nbo_charge:R:1 method="wB97M-V/def2-TZVPD" orbital_gap_ev="8.788 / 8.808" energy_ha=-374.259026 e_above_lowest_ev=5.989 total_charge=0
C 1.619 1.114 0.619 0.816
N 0.647 0.529 0.942 -0.772
N -1.393 -0.197 -0.009 -0.171
O 2.672 1.511 0.406 -0.494
O -1.067 -1.834 -1.449 -0.298
O -1.399 -0.626 -1.148 0.155
H -1.019 -0.930 0.730 0.365
H -0.061 0.432 -0.091 0.399